The following is a DFT calculation (the ωB97M-V functional and the def2-TZVPD basis) of C3H2N2OS in the gas phase.

Structure (XYZ):
```
9
Properties=species:S:1:pos:R:3:lowdin_charge:R:1
C -0.886 1.005 -0.042 -0.596
C -1.010 -0.462 0.095 -0.225
C 1.928 -0.553 -0.034 -0.340
N 1.047 -1.380 -0.027 0.078
N -0.264 -1.528 0.070 0.002
O 2.936 0.006 -0.065 0.163
S 0.184 2.291 0.103 0.784
H -1.882 1.368 -0.292 0.040
H -2.053 -0.746 0.192 0.094
```

Computed properties:
HOMO energy (spin up / spin down) ... -8.1 / -9.8 eV
<S²> ... 2.030
E_LUMO (spin up / spin down) ... 0.50 / -3.09 eV
2S+1 ... 3
Calculated total energy ... -698.30288 hartree